1) DFT (ωB97M-V/def2-TZVPD) results for the ion C5H13N4 with charge +1.

Structure (ORCA input):
```
! RIJCOSX wB97M-V def2-TZVPD def2/J DEFGRID3
* xyz 1 1
N -0.34665 2.18642 0.48716
C -0.51323 1.42968 -0.74209
C 0.86200 0.84064 -1.14635
C 1.59359 0.11985 0.00627
C 0.82049 -1.05003 0.50451
N 1.27176 -2.10490 1.11895
N -0.53654 -0.90345 0.24203
N -1.29594 -1.99821 0.67137
C -1.52130 0.31336 -0.51584
H -1.22285 2.59183 0.79495
H 0.30417 2.95107 0.34907
H -0.87823 2.04499 -1.58686
H 1.50064 1.65669 -1.48391
H 0.72322 0.15755 -1.98538
H 2.59542 -0.17503 -0.30911
H 1.68625 0.82808 0.83700
H 0.60310 -2.79485 1.44397
H 2.25278 -2.20161 1.33115
H -2.06392 -1.71118 1.27342
H -1.67994 -2.51948 -0.11583
H -2.27354 0.51710 0.23336
H -1.88127 -0.17854 -1.40785
*
```

Computed properties:
HOMO-LUMO gap in eV: 10.73
HOMO level in eV: -13.2930

=====

2) DFT (ωB97M-V/def2-TZVPD) results for a cluster of 2 separate species, C5H13N4 in total.

Structure (ORCA input):
```
! RIJCOSX wB97M-V def2-TZVPD def2/J DEFGRID3
* xyz 1 1
C 1.44635 -1.00487 0.34961
C 1.71066 0.46701 -0.21116
C -0.58741 -0.00872 -0.24940
C -0.57785 -2.37329 0.23090
C 0.12860 2.09630 -1.31676
N -2.75216 0.29621 1.44413
N -1.61050 0.65220 1.38451
N 0.07313 -1.18544 -0.22246
N 0.33522 1.11215 -0.23556
H 2.11993 -1.72627 -0.03461
H 1.49705 -1.03984 1.46530
H 2.59831 0.95932 0.34256
H 1.99166 0.37347 -1.34573
H -1.41863 0.17076 -0.90285
H 0.01635 -3.19214 -0.23328
H -0.63171 -2.47296 1.36920
H -1.63229 -2.28318 0.12788
H 1.13939 2.63123 -1.57217
H -0.15414 1.68203 -2.27236
H -0.52916 2.84419 -1.09020
H -3.23467 0.45843 2.37407
H 0.07188 1.54340 0.59838
*
```

Computed properties:
HOMO-LUMO gap (alpha / beta) in eV: 8.27 / 8.27
HOMO level (alpha / beta) in eV: -11.3304 / -11.3261

=====

Need the numbers? Relative energies in kJ/mol: 1) 0.0; 2) 384.6.

=====

1) DFT (ωB97M-V/def2-TZVPD) results for a cluster of 3 separate species, C2H9NO2 in total.

Structure (ORCA input):
```
! RIJCOSX wB97M-V def2-TZVPD def2/J DEFGRID3
* xyz 0 1
C -0.97013 0.59021 0.24602
N -0.45835 -0.41469 0.83866
C -1.38840 -1.50597 1.00349
H -0.30503 1.43457 0.06584
H -2.07761 0.74824 0.09963
H -2.31026 -1.57940 0.39493
H -1.77725 -1.62179 2.00360
H -0.77679 -2.38106 0.78425
O 0.94479 0.95724 -2.49527
H 1.62468 1.53499 -2.13652
H 0.26905 0.81612 -1.82509
O 2.52058 0.82146 0.21795
H 2.14785 0.11102 -0.31568
H 2.55685 0.48905 1.11819
*
```

Computed properties:
HOMO-LUMO gap in eV: 11.37
HOMO level in eV: -10.5358

=====

2) DFT (ωB97M-V/def2-TZVPD) results for a cluster of 2 separate species, C2H9NO2 in total.

Structure (ORCA input):
```
! RIJCOSX wB97M-V def2-TZVPD def2/J DEFGRID3
* xyz 0 1
N 0.56642 0.99915 0.35936
C 0.26364 0.10577 -0.77034
C 1.05222 -1.20660 -0.79205
O 1.57228 -1.54973 -2.07639
H 1.52829 1.30755 0.31594
H 0.49302 0.50258 1.23971
H 0.50018 0.66664 -1.67040
H -0.81544 -0.06567 -0.72924
H 0.41168 -2.01960 -0.44304
H 1.91131 -1.10286 -0.13432
H 0.92600 -1.33014 -2.75312
O -2.42933 1.24386 2.61766
H -2.73163 1.12398 1.70956
H -3.24865 1.32507 3.12669
*
```

Computed properties:
HOMO-LUMO gap in eV: 10.12
HOMO level in eV: -9.2998

=====

3) DFT (ωB97M-V/def2-TZVPD) results for a cluster of 2 separate species, C2H9NO2 in total.

Structure (ORCA input):
```
! RIJCOSX wB97M-V def2-TZVPD def2/J DEFGRID3
* xyz 0 1
C 0.25135 -0.56746 -2.28947
N 1.13600 -1.39030 -1.43714
C 0.68829 -1.99354 -0.18305
O 0.31295 -1.10431 0.94833
H -0.75797 -1.04153 -2.01719
H 0.20314 0.47659 -1.87547
H 0.44291 -0.51639 -3.35758
H 2.03482 -1.08936 -1.54347
H 1.49021 -2.53572 0.41197
H -0.14340 -2.67649 -0.42878
H 0.03082 -0.31764 0.54935
O -2.07128 4.33685 4.18905
H -2.23503 3.70273 3.46297
H -1.38282 4.71655 3.57048
*
```

Computed properties:
HOMO-LUMO gap in eV: 9.79
HOMO level in eV: -9.2210

=====

Need the numbers? Relative energies in kJ/mol: 1) 51.3; 2) 0.0; 3) 100.3.

=====

1) DFT (ωB97M-V/def2-TZVPD) results for a cluster of 2 separate species, C4H12NS in total.

Structure (ORCA input):
```
! RIJCOSX wB97M-V def2-TZVPD def2/J DEFGRID3
* xyz 1 1
C 1.27415 1.39404 -0.58622
C 1.80646 -0.18611 1.18540
C 1.32035 -1.03129 -1.01992
C -4.42352 -1.80860 0.02440
N 1.01665 0.03229 -0.06440
S -0.77541 -0.16942 0.26573
H 0.78410 2.14897 0.05495
H 2.37634 1.63676 -0.57321
H 0.81999 1.37083 -1.56102
H 1.35963 -1.01225 1.65310
H 2.91484 -0.33550 0.88341
H 1.75764 0.78375 1.70763
H 2.12648 -0.83286 -1.71524
H 1.51220 -1.75801 -0.33214
H 0.42248 -1.21227 -1.67192
H -4.43208 -2.73322 -0.52080
H -5.24170 -1.77705 0.76569
H -3.69528 -1.15446 0.22728
*
```

Computed properties:
HOMO-LUMO gap (alpha / beta) in eV: 4.04 / 10.90
HOMO level (alpha / beta) in eV: -11.5986 / -15.3066

=====

2) DFT (ωB97M-V/def2-TZVPD) results for a cluster of 3 separate species, C4H12NS in total.

Structure (ORCA input):
```
! RIJCOSX wB97M-V def2-TZVPD def2/J DEFGRID3
* xyz 1 1
C 2.65816 0.85008 -0.97264
C 2.21580 0.08513 0.24581
C 2.93756 -0.07399 1.33682
C -0.99131 -0.10240 -0.50278
S -0.39827 -0.78068 -2.00317
N -4.43702 -0.35042 1.35268
H 2.98777 0.11177 -1.71341
H 1.85412 1.31774 -1.55571
H 3.31027 1.65549 -0.65343
H 1.28462 -0.46509 0.07953
H 2.59969 -0.66820 2.18573
H 3.84362 0.47707 1.56100
H -1.26489 0.95545 -0.63574
H -1.85468 -0.74991 -0.35959
H -1.53165 -1.14887 -2.62896
H -4.98318 -1.13814 1.07196
H -3.46778 -0.27397 1.15353
H -4.76282 0.29894 2.03836
*
```

Computed properties:
HOMO-LUMO gap in eV: 3.65
HOMO level in eV: -12.6502

=====

3) DFT (ωB97M-V/def2-TZVPD) results for a cluster of 2 separate species, C4H12NS in total.

Structure (ORCA input):
```
! RIJCOSX wB97M-V def2-TZVPD def2/J DEFGRID3
* xyz 1 1
C -0.46207 1.96689 1.70868
C -0.93194 1.38657 0.42352
C -1.93009 1.76160 -0.33952
N -0.11066 0.23926 -0.03889
H -1.15978 2.73781 2.02824
H -0.40596 1.21625 2.49597
H 0.52517 2.41720 1.59968
H -2.15542 1.26936 -1.27363
H -2.55396 2.59071 -0.04352
H -0.08550 -0.49486 0.68089
H 0.86910 0.46569 -0.25636
H -0.49665 -0.18608 -0.88277
C 1.41615 -2.84668 -0.61283
S 2.13461 -1.49115 -1.58647
H 1.90261 -3.78927 -0.83663
H 1.62307 -2.59849 0.42570
H 0.34268 -2.93956 -0.75649
H 1.47866 -1.70527 -2.73559
*
```

Computed properties:
HOMO-LUMO gap in eV: 9.77
HOMO level in eV: -13.2007

=====

4) DFT (ωB97M-V/def2-TZVPD) results for a cluster of 2 separate species, C4H12NS in total.

Structure (ORCA input):
```
! RIJCOSX wB97M-V def2-TZVPD def2/J DEFGRID3
* xyz 1 1
C -0.25891 0.28916 1.43591
C -0.06628 1.23523 -0.67808
C -1.60270 -0.48806 -0.50112
C 0.73450 -0.95853 -0.40920
N -0.26501 -0.06161 0.03244
S 3.09737 0.10313 -0.04231
H -0.04909 -0.57053 2.09005
H 0.47527 0.99396 1.75473
H -1.23222 0.82577 1.84917
H -0.09460 0.96291 -1.70936
H -0.81240 1.90481 -0.39081
H 0.85999 1.56562 -0.23222
H -2.39265 0.31492 -0.67118
H -1.51415 -0.82854 -1.47134
H -2.10352 -1.23276 0.08327
H 1.14847 -1.77887 0.17706
H 0.74433 -1.07191 -1.49827
H 3.33160 -1.20471 0.18124
*
```

Computed properties:
HOMO-LUMO gap (alpha / beta) in eV: 7.83 / 7.76
HOMO level (alpha / beta) in eV: -13.4083 / -13.3728

=====

Need the numbers? Relative energies in kJ/mol: 1) 467.1; 2) 568.8; 3) 0.0; 4) 322.4.

=====

1) DFT (ωB97M-V/def2-TZVPD) results for a cluster of 2 separate species, C4H12NS in total.

Structure (ORCA input):
```
! RIJCOSX wB97M-V def2-TZVPD def2/J DEFGRID3
* xyz 1 1
C 0.30941 -1.70367 -2.24049
C 0.00218 -0.58167 -1.26603
S -1.11880 0.64840 -1.85765
C -1.27897 1.49209 -0.27596
H 1.10498 -2.35197 -1.86602
H 0.68425 -1.22353 -3.15141
H -0.56837 -2.27750 -2.52645
H 0.92510 -0.05598 -0.94743
H -0.40184 -0.99397 -0.33184
H -1.85115 0.90173 0.44257
H -0.24271 1.56968 0.10960
H -1.69936 2.48416 -0.39736
C 0.81382 -0.04234 1.72597
N 0.19147 0.77767 2.76931
H 0.07488 -0.85996 1.67205
H 1.80944 0.41432 1.73001
H 0.84257 1.56137 2.78282
H 0.40307 0.24119 3.62832
*
```

Computed properties:
HOMO-LUMO gap in eV: 4.45
HOMO level in eV: -12.1782

=====

2) DFT (ωB97M-V/def2-TZVPD) results for a cluster of 3 separate species, C4H12NS in total.

Structure (ORCA input):
```
! RIJCOSX wB97M-V def2-TZVPD def2/J DEFGRID3
* xyz 1 1
C -2.18081 -1.46836 -1.12406
C -0.82521 -1.98809 -1.32629
C -0.55048 -3.24341 -1.80670
C 1.31203 0.43241 -0.24584
S 0.21627 1.75036 0.28628
N 1.51558 2.02309 3.30442
H -2.17273 -0.88807 -0.16606
H -2.40421 -0.84943 -2.06510
H -3.05524 -2.18674 -1.07908
H -0.13018 -1.17465 -1.43994
H 0.38136 -3.63033 -2.08423
H -1.41850 -3.83305 -2.02508
H 1.99103 0.94855 -0.99328
H 1.84691 0.07744 0.68108
H 0.07699 2.04142 -1.01062
H 1.92982 1.74340 2.40068
H 0.56855 1.90650 3.17068
H 1.78368 1.28221 3.91676
*
```

Computed properties:
HOMO-LUMO gap in eV: 4.53
HOMO level in eV: -12.9141

=====

3) DFT (ωB97M-V/def2-TZVPD) results for the ion C4H12NS with charge +1.

Structure (ORCA input):
```
! RIJCOSX wB97M-V def2-TZVPD def2/J DEFGRID3
* xyz 1 1
C -0.08248 -0.55038 -2.03970
C 0.27479 -0.51570 -0.56584
N 1.48800 0.34705 -0.35437
C -0.94144 -0.00478 0.22845
C -0.67478 0.80055 1.50722
S 0.06786 -0.22414 2.83027
H -0.36484 0.44512 -2.40345
H 0.73568 -0.86245 -2.69312
H -0.93665 -1.20972 -2.15789
H 0.52222 -1.50856 -0.20117
H 1.40733 1.29556 -0.72423
H 1.67700 0.42585 0.65096
H 2.34611 -0.09681 -0.70666
H -1.43248 -0.92580 0.55060
H -1.64518 0.54068 -0.40781
H 0.14569 1.49337 1.33334
H -1.52817 1.35214 1.88533
H -1.05864 -0.80198 3.26807
*
```

Computed properties:
HOMO-LUMO gap in eV: 9.41
HOMO level in eV: -13.0493

=====

4) DFT (ωB97M-V/def2-TZVPD) results for a cluster of 2 separate species, C4H12NS in total.

Structure (ORCA input):
```
! RIJCOSX wB97M-V def2-TZVPD def2/J DEFGRID3
* xyz 1 1
C 0.51040 -1.30828 -0.74321
C -0.45173 -0.26600 -2.82989
C -0.37770 0.83431 3.70381
C 0.27523 -0.16646 -1.54457
N 0.67149 1.00817 -1.20725
S 0.00254 0.43012 2.02692
H 1.66745 -1.29904 -0.69972
H 0.24680 -2.34138 -1.09528
H 0.15405 -1.02716 0.28529
H 0.22779 -0.31446 -3.67616
H -1.19117 0.51354 -3.01501
H -1.08438 -1.17569 -2.75531
H 0.47999 1.44108 3.94641
H -0.31783 -0.19029 4.33250
H -1.31461 1.36789 3.70347
H 0.36469 1.80707 -1.71539
H -1.04218 -0.37559 1.64665
H 1.17918 1.06216 -0.36325
*
```

Computed properties:
HOMO-LUMO gap in eV: 8.40
HOMO level in eV: -12.6978

=====

Need the numbers? Relative energies in kJ/mol: 1) 456.6; 2) 546.2; 3) 0.0; 4) 78.1.